A structure of composition C19H46N3Na3O13P in a non-equilibrium geometry. Source: the OMol25 dataset; level of theory: wB97M-V/def2-TZVPD.

For the orbital gap, the calculation gives 3.67 eV. The value obtained for the total energy is -74074.113 eV. For the LUMO energy, the calculation gives 1.41 eV. For the energy above the lowest of the compared OMol25 structures with the same formula, charge and spin, the calculation gives 332.3 kJ/mol.

Geometry as ORCA input:
```
! wB97M-V def2-TZVPD RIJCOSX def2/J DEFGRID3
* xyz -1 1
C 4.8456 -3.9555 -5.9568
C 3.2593 -2.8200 -4.5167
H -5.9195 1.1620 -5.4377
H 2.3766 -2.0348 -2.7674
H -4.7654 2.3602 -3.8968
O 0.1595 -1.2938 -0.6840
C -4.5019 -0.0859 -4.0928
C -0.8658 -0.5564 -0.2857
O 3.2321 -4.1508 1.6451
O -3.9473 3.2177 3.6471
H 2.7534 1.5934 5.5827
H 0.5680 4.1041 7.8320
H -2.7703 2.0345 -5.0866
H -0.1026 3.0919 -3.5140
N 3.6564 -3.1571 -2.0444
C -2.6518 2.2538 -4.0255
H 2.7690 3.1586 4.7227
C 3.0040 -3.1819 -0.6640
H 4.6067 -2.8690 0.8084
C 4.0786 -4.7057 2.6944
H -3.4693 0.2444 -2.4428
H 2.6557 -2.4602 -5.3500
H 0.5560 1.4867 -3.0328
H 4.5791 -3.9310 3.2751
N 0.8802 2.1730 5.1244
O -1.5994 2.2800 3.8030
O 1.8213 2.2391 2.3867
H 4.0270 -2.0462 -4.5227
H 4.7593 -5.4676 2.3146
C 0.8909 3.1461 7.4246
H 5.7215 -3.3258 -5.8010
Na -3.2741 -0.6164 2.3064
H 1.4321 0.8475 8.6224
H 4.5669 -4.5659 0.3149
H 0.0701 1.8998 -4.6275
H -0.4646 -1.5361 -1.3721
H -8.8443 -0.7611 -4.6877
C -5.7060 0.1553 -5.0783
O 0.1048 2.2235 8.1884
H -2.4343 3.3177 -4.1196
O -3.5624 0.7132 4.2877
C 2.7057 -3.0123 -3.1200
C 0.9188 1.6537 9.1465
O -3.1628 1.7515 1.8996
O -6.8131 -0.3590 -4.4074
O 3.9020 -3.9653 -4.8442
H 4.1024 -4.0632 -2.0620
H -4.3132 -1.1188 -3.8002
H 4.5399 -3.6439 -6.9555
C 2.3197 2.1663 4.7631
O -1.8089 -0.5537 -1.0807
H 1.9458 3.3108 7.6443
H 1.5537 2.3737 9.6629
C -8.0459 -0.1883 -5.1596
H 2.6914 -2.1976 -0.3155
C 2.2864 1.3907 3.4995
C 3.9544 -3.6807 0.4864
H 0.3764 1.2355 9.9944
C -3.9727 2.1230 -3.1873
H -8.2107 0.8675 -5.3743
O -1.6529 1.6067 -3.2409
H -3.6245 0.0829 -4.7171
H 2.1325 -3.8364 -0.6495
C -0.2246 2.0111 -3.5840
H 3.4227 -5.2205 3.3965
H 1.7111 1.0250 0.5401
H 0.9879 4.2347 5.5770
N -4.2946 0.6565 -2.8540
H -0.5482 3.3004 5.9288
H 3.3372 1.1013 3.5081
H 5.3093 -4.9376 -6.0495
H 2.0711 2.7504 0.4950
H 3.2788 1.6964 1.0314
H -5.5402 -0.4766 -5.9508
C 0.5401 3.3271 5.9817
H 0.2373 2.1704 4.3454
C 2.1991 1.8381 1.0776
P -3.0654 1.9816 3.4358
H -7.8712 -0.5678 -6.1664
H 1.7170 0.4628 3.4455
Na -0.8275 2.3251 1.5391
H 1.9340 -3.7817 -3.1466
O -1.0688 0.0429 0.8160
H -4.1130 2.7872 -2.3345
Na -3.5121 1.1489 -0.1885
*
```

***

A structure of composition C18H26N5O4RuS2. Source: the OMol25 dataset; level of theory: wB97M-V/def2-TZVPD.

For the orbital gap, the calculation gives 4.51 eV. The value obtained for the total energy is -58952.933 eV. For the LUMO energy, the calculation gives -12.13 eV.

Geometry as ORCA input:
```
! wB97M-V def2-TZVPD RIJCOSX def2/J DEFGRID3
* xyz 3 1
C -3.8542 -3.8226 -0.6214
C 0.9403 0.2047 -1.9039
H 1.5042 5.6704 -2.0970
H -4.3360 -8.2144 -0.0126
C 3.3775 -2.2939 1.6696
C 0.8015 2.5485 -0.3989
O -0.2857 -2.4577 -1.2156
C -3.9004 -6.2379 -0.6933
H 0.0055 6.4760 -2.5925
C -2.4927 -6.2709 -0.6448
H 1.5870 0.1107 2.3378
H -1.9878 -7.2279 -0.6617
H 0.1870 6.7667 1.1725
C 0.6094 6.1819 -1.7350
C -4.6684 -7.5104 -0.7775
C 0.8038 5.9062 1.4254
C 0.8935 3.6393 0.6697
H -4.3584 -2.8666 -0.6172
O 1.3852 3.2503 1.7311
H 1.2395 1.4547 -3.5894
C -1.7580 -5.1174 -0.5874
H 0.5050 1.2622 1.2305
H 5.1157 -2.6124 2.6958
H 0.4515 5.5131 2.3791
H -4.4742 -7.9966 -1.7379
H 0.9402 7.0932 -1.2384
H -5.7389 -7.3515 -0.6838
H -5.6393 -4.9716 -0.7177
N 0.5485 4.8835 0.3894
N 2.8206 -1.4255 2.5020
H 0.9749 -0.7344 -2.4354
N 4.5457 -2.8288 1.8838
H 2.4019 7.0487 2.2867
C 1.0211 2.6007 -1.7710
H 0.8863 -1.2526 2.9516
H -0.6768 -5.1486 -0.5707
Ru 0.7186 -1.5712 0.3418
N 1.5292 -0.9055 2.2323
N 0.7711 0.1592 -0.5461
H 2.6276 6.7080 0.5726
H 2.8909 5.4365 1.7730
C 2.2687 6.2924 1.5148
H -0.5866 4.4204 -1.3143
C -0.2025 5.3029 -0.7998
H 4.9407 -3.4939 1.2282
S 2.5187 -2.7476 0.1740
S -1.6276 -2.4329 -0.5124
H -1.0890 5.8337 -0.4491
O -2.4204 -1.2799 -0.7204
O -0.8855 -2.2112 0.9912
C 0.6732 1.2971 0.1644
H 3.2578 -1.1551 3.3782
C -2.4480 -3.8891 -0.5767
C 1.0778 1.4208 -2.5208
C -4.5589 -5.0021 -0.6786
H 1.1691 3.5487 -2.2743
*
```

***

A cluster of 2 separate species, C5H11NO in total in a non-equilibrium geometry. Source: the OMol25 dataset; level of theory: wB97M-V/def2-TZVPD.

For the orbital gap, the calculation gives 9.34 eV. As for the SMILES: C=CC/C=C/N.O. The value obtained for the total energy is -8898.842 eV. For the LUMO energy, the calculation gives 1.02 eV. For the energy above the lowest of the compared OMol25 structures with the same formula, charge and spin, the calculation gives 275.5 kJ/mol.

Geometry as ORCA input:
```
! wB97M-V def2-TZVPD RIJCOSX def2/J DEFGRID3
* xyz 0 1
H 0.1310 -0.4003 2.2341
C -0.5832 -0.1292 1.4848
H -0.1868 -0.9931 -2.5280
H 0.7160 1.2326 -0.6105
C -0.2751 -0.6544 0.0879
H -1.3271 -0.7185 -0.3510
N -1.7436 1.4898 2.8226
C -1.5206 0.8281 1.5926
C 0.4170 -0.1314 -2.1890
H 2.9159 -0.5761 -1.4950
O 3.2771 -1.0821 -2.2364
H 0.5865 0.5804 -2.9984
C 0.4536 0.2124 -0.8884
H -2.5902 2.0425 2.6933
H 0.1944 -1.6412 0.1143
H 3.3756 -2.0037 -1.9835
H -1.9708 1.0806 0.6519
H -1.8698 0.8639 3.5985
*
```

***

The molecule C6H12ClNO in a non-equilibrium geometry. Source: the OMol25 dataset; level of theory: wB97M-V/def2-TZVPD.

For the orbital gap, the calculation gives 9.37 eV. As for the SMILES: CN(Cl)[C@]1(O)CC1(C)C. The value obtained for the total energy is -22474.361 eV. For the LUMO energy, the calculation gives 0.74 eV. For the energy above the lowest of the compared OMol25 structures with the same formula, charge and spin, the calculation gives 137.0 kJ/mol.

Geometry as ORCA input:
```
! wB97M-V def2-TZVPD RIJCOSX def2/J DEFGRID3
* xyz 0 1
H 0.0409 0.8171 -2.1376
C 2.3092 1.4209 0.6433
H 1.6972 2.1442 1.1790
H -1.6931 1.5307 0.5316
C 0.3190 0.4517 -0.2621
H -2.7642 -1.0479 -0.8193
O 0.3696 1.2830 -1.3579
N 1.4942 0.2381 0.4580
C -0.5742 -1.7881 0.6729
C -1.8260 -0.6342 -1.1872
H 2.6413 1.8667 -0.2985
H 3.1710 1.1523 1.2494
H -2.0442 0.3229 -1.6573
H -1.4224 -1.3188 -1.9332
Cl 2.4983 -1.0229 -0.3377
H -0.7803 0.6740 1.8898
H -0.1487 -2.5088 -0.0224
H 0.1290 -1.6392 1.4857
C -1.0605 0.7290 0.8573
C -0.8571 -0.4751 -0.0295
H -1.4990 -2.1957 1.0758
*
```

***

A structure of composition C19H25N4O8P2ReS. Source: the OMol25 dataset; level of theory: wB97M-V/def2-TZVPD.

For the orbital gap (alpha / beta), the calculation gives 6.76 / 7.00 eV. The value obtained for the total energy is -73974.662 eV. For the LUMO energy (alpha / beta), the calculation gives -10.40 / -10.08 eV. For the energy above the lowest of the compared OMol25 structures with the same formula, charge and spin, the calculation gives 0.0 kJ/mol.

Geometry as ORCA input:
```
! wB97M-V def2-TZVPD RIJCOSX def2/J DEFGRID3
* xyz 3 2
H 2.8961 -4.3370 0.8124
C 2.5074 2.2976 -2.7951
O -3.3312 -3.3882 0.5706
C 2.9111 1.0669 -2.2823
C 3.3918 3.0547 -3.7355
O 5.8362 -2.8962 -1.6514
H 5.5234 -3.8672 0.1641
O -1.9781 0.9772 0.2855
C -2.2664 2.9608 4.5440
H 4.3307 -1.2373 -1.7617
N -4.5694 -1.7108 -1.1252
P -2.8347 0.4293 -0.8778
H -3.4986 1.1763 4.4579
C 1.6577 -2.6252 0.5686
H 2.8080 3.3130 -4.6279
H 4.7427 -4.6179 -1.2344
O 4.5065 2.2619 -4.0289
H -1.5314 -0.3507 -2.5519
C 2.0892 0.3779 -1.4181
H -5.5747 -1.5214 -1.1505
H 3.8685 0.6676 -2.5816
O -1.6567 -0.5114 -1.6027
H -0.7719 4.4964 4.4243
C 3.7778 -2.8783 -0.5144
C 0.4834 2.0926 -1.5438
N 1.4654 -1.4273 -0.0026
O -3.0975 -1.6226 2.4664
C 2.4123 -0.9362 -0.8339
C -4.9652 -0.1307 0.7415
C 3.5717 -1.6327 -1.1032
H -3.6015 -2.2773 2.9786
H 0.9066 3.7585 -2.7868
N 0.8812 0.8916 -1.0477
H 0.8074 3.1033 3.1055
S 0.6068 0.3095 2.2191
O -1.3765 -1.6974 0.7267
H -4.2180 -1.5619 -2.0740
H -4.4149 -2.7052 -0.8581
H 5.1033 2.7273 -4.6254
C 1.2626 2.8088 -2.4098
C -1.0445 3.4867 4.1450
Re -0.2443 -0.1985 0.2720
H -4.5094 0.5046 1.4976
C -2.5783 1.6712 4.1814
H 6.6533 -3.3687 -1.8435
H -5.6115 -0.8503 1.2470
C -0.5120 1.4302 3.0517
C -3.8812 -0.8467 -0.0739
H -5.5682 0.5029 0.0887
H 0.8719 -2.9798 1.2214
C -0.1580 2.7150 3.3986
H -1.9649 0.0008 3.1922
C 2.7908 -3.3733 0.3315
O -3.5672 1.2380 -1.8361
P -2.8796 -2.0478 0.9448
H 3.6669 3.9985 -3.2446
C 5.0292 -3.6559 -0.7917
H -2.9640 3.5346 5.1368
H -0.4835 2.4497 -1.2136
N -1.7068 0.9506 3.4545
*
```

***

A structure of composition C17H33N4PtSb. Source: the OMol25 dataset; level of theory: wB97M-V/def2-TZVPD.

For the orbital gap, the calculation gives 8.23 eV. The value obtained for the total energy is -33895.444 eV. For the LUMO energy, the calculation gives -5.99 eV.

Geometry as ORCA input:
```
! wB97M-V def2-TZVPD RIJCOSX def2/J DEFGRID3
* xyz 2 1
H -2.2364 1.6296 0.4521
H -0.3221 2.7858 -4.3444
N -1.2517 -1.9993 1.1804
H 1.8852 2.7066 -3.8972
N 1.6307 -1.1530 0.8826
C -2.4828 -1.5052 0.5825
H 0.6979 -2.6272 -4.0620
H -0.0960 -0.2523 -4.3446
H -1.3819 1.5158 5.2762
H -1.2873 2.6695 2.1830
N 0.2592 0.3562 2.6215
H 1.9012 -1.4984 -3.4620
C 2.3174 -0.7328 2.1566
H -3.8251 0.1725 0.8425
H 0.5303 0.3979 6.3793
H 2.8335 0.4793 -1.9952
H -3.0072 -0.3623 2.3018
H 2.2935 -0.7021 5.0352
C 1.4472 -0.2364 4.5500
H -2.0479 2.1580 -1.8747
C 0.8898 -1.8738 -3.2986
C 2.4400 1.7968 -3.6718
C -0.6266 1.0152 4.6865
H -2.3387 -1.4046 -0.4936
H 2.9705 0.1055 1.9039
H -0.4823 -3.9052 0.5855
H 1.1162 -2.8458 2.0453
C -1.6949 1.6831 2.4161
H 2.1578 1.0376 -4.4027
H 2.3410 -1.1386 0.1582
H 1.8256 -3.2414 0.4887
C -1.2657 2.5710 -3.8453
C 1.3204 -0.2324 3.1729
H -2.6616 1.8162 2.9024
H 2.4167 2.1138 -1.5135
C -1.0812 2.3532 -2.3458
H 3.4975 2.0152 -3.8186
C -0.3029 -2.8315 0.4557
C -0.1439 -0.7534 -3.3779
C 0.4547 0.3896 5.3003
Pt -0.0037 0.1176 0.6289
C 1.1147 -2.5805 0.9860
H -1.9311 3.4155 -4.0221
H -1.3887 -2.3138 2.1332
H 0.8732 -2.3817 -2.3311
H -0.6533 3.2284 -1.8538
H 2.9321 -1.5454 2.5445
Sb 0.1881 0.7042 -1.8521
H -1.7084 1.6983 -4.3252
H -1.1620 -1.1278 -3.2605
H -3.3379 -2.1724 0.7418
N -1.8573 0.9546 1.1079
C -2.8685 -0.1740 1.2352
C -0.6962 0.9838 3.3051
H -0.3859 -2.6114 -0.6082
C 2.1948 1.3318 -2.2407
*
```

***

A structure of composition C10H24F6HfN5O7P2S2 in a non-equilibrium geometry. Source: the OMol25 dataset; level of theory: wB97M-V/def2-TZVPD.

For the orbital gap, the calculation gives 8.51 eV. The value obtained for the total energy is -90379.150 eV. For the LUMO energy, the calculation gives -10.09 eV.

Geometry as ORCA input:
```
! wB97M-V def2-TZVPD RIJCOSX def2/J DEFGRID3
* xyz 3 1
O -2.0323 0.6163 -0.3808
H 4.0362 0.8299 -1.4972
O -0.6218 -1.8404 -0.6833
C 4.0774 -2.2275 0.6014
O 0.5604 0.7287 1.8889
H 1.7002 -4.7921 -2.2797
O -0.1756 1.9131 -0.2269
H 1.8500 -1.0908 1.8455
C -0.9721 0.6533 4.2992
O -1.2369 -0.6274 1.7427
N 2.6882 -2.0823 0.1459
N -1.0078 -2.1743 -3.1839
O 1.4099 -2.2987 -2.0946
F -2.1411 0.1712 4.5881
F -3.7531 3.1031 -0.7740
N 3.6154 -1.0546 -2.3299
C 1.7555 -2.0390 1.2734
C -1.7927 -0.9433 -3.1545
C 4.1999 -2.1346 -3.1297
Hf -0.0650 -0.1938 0.0446
H -1.9703 -5.2299 -1.6497
H 4.1933 -3.1859 1.1095
H -0.0074 -3.5310 -4.4282
C -1.3771 -4.7543 -0.8683
H 4.7550 -2.2131 -0.2457
H 0.7112 -2.2632 0.9705
N -1.6794 1.8355 1.7637
H 4.4797 -1.7149 -4.0966
F -0.0063 -0.1326 4.7003
H -1.5825 -2.9751 -5.0398
S -1.5866 1.9022 0.1905
H -1.9464 -3.9397 -0.4238
C -0.6715 -2.6732 -4.5184
O 1.5216 -0.0646 -1.0169
H 2.0626 -2.8443 1.9534
H 4.7140 0.5254 -3.1100
F -2.4730 4.3930 0.4001
H 1.0159 -5.9669 -1.1470
H -1.1599 -5.4940 -0.0994
H 5.0985 -2.5491 -2.6682
F -1.8728 3.7670 -1.5826
N -0.1022 -4.2346 -1.3744
S -0.8392 0.6591 2.3580
H -1.2244 -0.0852 -3.5326
P 2.4003 -1.3093 -1.3012
C 0.7790 -5.2550 -1.9386
C 4.5136 0.0863 -2.1323
H -0.1695 -1.9055 -5.1114
H 0.3168 -5.8024 -2.7611
H -2.6661 -1.0933 -3.7934
H 4.3601 -1.4292 1.2888
H 5.4667 -0.2206 -1.6964
P -0.1697 -2.6924 -1.8887
H -2.1514 -0.7503 -2.1388
F -0.8145 1.8733 4.7059
C -2.5342 3.4633 -0.4998
H 3.4699 -2.9240 -3.2855
*
```